a | The following is a DFT calculation (ωB97M-V/def2-TZVPD) of 2 unconnected molecules or ions with the total composition C7H8N.

Last column: Löwdin charge in e.
Element x y z (Å)
C  3.42  -0.46  0.03  -0.008
C  2.35  -0.02  -0.23  -0.013
C  0.21  2.05  0.06  -0.046
C  -0.47  1.24  0.87  0.117
C  0.46  0.85  -0.71  0.104
C  -0.64  0.03  0.06  -0.496
C  -0.34  -1.43  0.46  0.023
N  -2.00  0.08  -0.61  0.230
H  4.23  -0.96  0.59  0.050
H  0.54  3.15  0.05  0.160
H  0.34  -1.87  -0.26  0.106
H  -1.35  -1.80  0.62  0.091
H  0.07  -1.14  1.40  0.093
H  -2.24  1.00  -1.02  0.188
H  -2.83  -0.03  -0.01  0.186
H  -1.74  -0.69  -1.30  0.212

## Properties
- Net charge: +1
- E_HOMO: -0.497 Eh
- Gap between HOMO and LUMO: 0.3075 Ha
- LUMO: -5.1 eV

---

b | The following is a DFT calculation (ωB97M-V/def2-TZVPD) of a molecular structure, C7H8N.

Last column: Löwdin charge in e.
Element x y z (Å)
C  -0.72  -0.84  -0.34  0.092
C  -4.01  -0.35  -0.25  -0.135
C  1.07  1.03  -0.24  -0.013
C  1.48  -1.42  0.72  -0.061
C  0.24  0.11  -1.03  -0.127
C  1.59  -0.37  -0.32  -0.170
C  0.11  -1.54  0.32  0.148
N  -3.03  0.06  0.33  0.145
H  -4.20  -1.06  -1.03  0.082
H  -5.05  -0.26  0.24  0.130
H  1.61  1.60  -0.90  0.109
H  0.65  1.48  0.72  0.178
H  2.15  -2.25  0.36  0.168
H  1.46  -1.12  1.69  0.113
H  0.04  -0.05  -2.09  0.160
H  2.49  -0.51  -0.97  0.182

## Properties
- Net charge: +1
- E_HOMO (alpha / beta): -0.490 / -0.523 Eh
- Gap between HOMO and LUMO (alpha / beta): 0.2462 / 0.3281 Ha
- LUMO (alpha / beta): -6.6 / -5.3 eV

---

Stability check: which of them is least stable? a.

---

a | The following is a DFT calculation (ωB97M-V/def2-TZVPD) of 4 unconnected molecules or ions with the total composition C9H21ClN3O3.

Last column: Löwdin charge in e.
Element x y z (Å)
Cl  0.58  -0.21  0.56  -0.177
C  1.15  -3.81  -0.28  -0.022
C  -0.14  -4.14  0.44  -0.563
O  -0.45  -5.30  0.73  0.005
N  -0.97  -3.09  0.66  -0.018
C  -2.20  -3.26  1.40  -0.089
H  0.98  -3.04  -1.03  0.060
H  1.44  -4.71  -0.83  0.073
H  1.94  -3.53  0.41  0.076
H  -0.54  -2.17  0.68  -0.042
H  -2.44  -2.33  1.91  0.078
H  -2.11  -4.08  2.12  0.074
H  -3.02  -3.54  0.73  0.077
C  2.64  3.04  0.38  -0.017
C  1.81  3.57  1.52  -0.568
O  1.83  4.76  1.84  0.005
N  1.12  2.63  2.20  -0.012
C  0.43  2.94  3.42  -0.087
H  3.25  3.86  0.00  0.076
H  2.01  2.66  -0.41  0.049
H  3.32  2.25  0.69  0.081
H  0.97  1.74  1.73  -0.033
H  -0.59  3.31  3.26  0.078
H  1.00  3.69  3.96  0.076
H  0.34  2.02  4.01  0.077
C  -2.19  -0.79  -1.90  -0.025
C  -1.65  0.30  -2.79  -0.564
O  -2.30  0.78  -3.72  0.005
N  -0.41  0.73  -2.47  -0.012
C  0.16  1.93  -3.02  -0.083
H  -3.15  -1.14  -2.27  0.074
H  -2.32  -0.44  -0.88  0.068
H  -1.51  -1.65  -1.91  0.069
H  0.03  0.29  -1.67  -0.011
H  -0.57  2.73  -3.06  0.084
H  0.59  1.75  -4.01  0.079
H  0.98  2.26  -2.39  0.060

## Properties
- Net charge: -1
- E_HOMO: -0.224 Eh
- Gap between HOMO and LUMO: 0.3405 Ha
- LUMO: 3.2 eV

---

b | The following is a DFT calculation (ωB97M-V/def2-TZVPD) of 4 unconnected molecules or ions with the total composition C9H21ClN3O3.

Last column: Löwdin charge in e.
Element x y z (Å)
Cl  0.60  0.81  1.20  -0.260
C  1.66  -2.80  3.38  -0.012
C  1.16  -3.31  2.05  -0.567
O  1.42  -4.46  1.70  0.001
N  0.47  -2.47  1.25  -0.009
C  0.11  -2.83  -0.11  -0.077
H  2.73  -2.64  3.42  0.079
H  1.44  -3.53  4.15  0.074
H  1.19  -1.84  3.62  0.068
H  0.32  -1.50  1.52  -0.020
H  -0.62  -2.05  -0.37  0.064
H  -0.25  -3.85  -0.16  0.078
H  0.90  -2.65  -0.84  0.080
C  -2.38  1.53  -1.13  -0.014
C  -3.18  0.72  -0.16  -0.570
O  -4.42  0.76  -0.23  -0.016
N  -2.53  -0.07  0.71  -0.011
C  -3.21  -0.85  1.71  -0.075
H  -2.97  2.39  -1.42  0.078
H  -2.13  0.94  -2.02  0.078
H  -1.42  1.77  -0.67  0.037
H  -1.51  0.03  0.74  -0.022
H  -2.62  -0.88  2.62  0.078
H  -3.37  -1.86  1.33  0.078
H  -4.20  -0.43  1.89  0.074
C  1.35  0.74  -2.62  -0.018
C  2.10  2.04  -2.58  -0.571
O  2.65  2.49  -3.57  0.017
N  2.00  2.72  -1.42  0.006
C  2.35  4.11  -1.32  -0.092
H  1.14  0.33  -1.63  0.030
H  2.05  0.00  -3.04  0.081
H  0.48  0.72  -3.27  0.077
H  1.42  2.38  -0.65  0.023
H  3.20  4.28  -1.99  0.075
H  2.49  4.50  -0.32  0.077
H  1.59  4.77  -1.78  0.081

## Properties
- Net charge: -1
- E_HOMO: -0.220 Eh
- Gap between HOMO and LUMO: 0.3369 Ha
- LUMO: 3.2 eV

---

Stability check: which of them is least stable? b.

---

a | The following is a DFT calculation (ωB97M-V/def2-TZVPD) of 2 unconnected molecules or ions with the total composition C3H8S2.

Last column: Löwdin charge in e.
Element x y z (Å)
C  -2.54  -0.12  -0.10  0.185
C  -1.45  -0.19  -0.92  0.167
H  -2.23  0.35  0.86  0.114
H  -3.61  -0.05  -0.26  0.135
H  -0.87  -0.95  -1.45  0.129
H  -1.00  0.79  -1.14  0.125
C  2.33  0.22  -0.28  -0.480
S  1.35  0.93  1.08  0.411
S  0.79  -0.79  2.10  0.392
H  3.36  0.00  0.01  0.042
H  2.47  0.94  -1.09  0.037
H  1.87  -0.67  -0.70  0.020
H  -0.47  -0.47  1.89  -0.277

## Properties
- Net charge: +1
- Spin multiplicity: 2
- E_HOMO (alpha / beta): -0.463 / -0.458 Eh
- Gap between HOMO and LUMO (alpha / beta): 0.1914 / 0.1606 Ha
- LUMO (alpha / beta): -7.4 / -8.1 eV

---

b | The following is a DFT calculation (ωB97M-V/def2-TZVPD) of 2 unconnected molecules or ions with the total composition C3H8S2.

Last column: Löwdin charge in e.
Element x y z (Å)
S  2.36  -1.27  1.44  0.585
S  2.71  0.49  0.49  0.593
H  2.21  -1.97  0.29  -0.098
H  1.55  0.64  -0.22  -0.146
C  -0.46  0.32  -1.28  -0.128
C  -0.85  -0.16  0.13  -0.287
C  -1.63  0.50  1.00  0.023
H  0.26  -0.39  -1.71  0.064
H  -1.39  0.21  -1.82  0.088
H  -0.14  1.36  -1.34  0.077
H  -0.83  -1.25  0.20  0.091
H  -1.82  -0.01  1.94  0.066
H  -1.98  1.52  0.88  0.071

## Properties
- Net charge: +1
- Spin multiplicity: 2
- E_HOMO (alpha / beta): -0.493 / -0.490 Eh
- Gap between HOMO and LUMO (alpha / beta): 0.2989 / 0.1542 Ha
- LUMO (alpha / beta): -5.3 / -9.1 eV

---

Stability check: which of them is least stable? a.

---

a | The following is a DFT calculation (ωB97M-V/def2-TZVPD) of a molecular structure, C25H28CdCl5O2.

Last column: Löwdin charge in e.
Element x y z (Å)
O  -0.68  0.43  -5.11  -0.337
C  -1.03  1.73  -5.95  -0.059
C  -0.53  1.07  -7.21  -0.087
H  -0.43  2.64  -5.75  0.111
H  -2.12  1.85  -5.83  0.125
C  -0.48  -0.25  -6.43  -0.538
H  0.50  1.36  -7.46  0.116
H  -1.19  1.13  -8.06  0.124
C  0.83  -1.01  -6.58  -0.006
H  1.68  -0.32  -6.64  0.072
H  0.78  -1.52  -7.56  0.099
H  0.99  -1.78  -5.80  0.110
C  -1.66  -1.14  -6.79  -0.028
H  -2.57  -0.54  -6.90  0.091
H  -1.81  -1.92  -6.04  0.092
H  -1.44  -1.63  -7.75  0.097
Cd  -1.37  0.05  -3.26  1.461
C  -2.99  -0.57  0.20  -0.135
C  -2.81  0.82  -0.01  -0.158
C  -2.96  1.09  -1.37  -0.236
H  -2.65  1.57  0.76  0.085
C  -3.18  -0.18  -2.05  -0.420
C  -3.13  -1.18  -1.05  -0.190
H  -3.13  -2.25  -1.22  0.085
H  -3.02  -1.06  1.17  0.088
H  -3.04  2.08  -1.80  0.066
H  -3.67  -0.36  -3.04  0.053
C  0.98  -2.41  1.20  -0.233
C  0.08  -2.74  0.15  -0.226
C  0.60  -2.23  -1.07  -0.239
H  -0.86  -3.27  0.27  0.056
C  1.83  -1.56  -0.77  -0.203
C  2.07  -1.68  0.63  -0.190
H  2.93  -1.30  1.17  0.069
H  0.88  -2.67  2.24  0.063
H  0.16  -2.36  -2.06  0.008
H  2.48  -1.07  -1.48  0.043
O  3.42  1.25  -5.70  -0.164
C  3.23  0.33  -4.59  -0.180
C  2.18  0.89  -3.63  -0.158
H  4.19  0.16  -4.08  0.122
H  2.93  -0.64  -5.03  0.093
C  1.78  2.26  -4.19  -0.159
H  2.57  1.00  -2.63  0.103
H  1.32  0.21  -3.60  0.050
C  2.66  2.45  -5.44  -0.182
H  2.07  3.04  -3.47  0.053
H  0.70  2.32  -4.38  0.060
H  3.41  3.26  -5.26  0.122
H  2.08  2.72  -6.35  0.099
Cl  -0.52  0.17  2.03  0.736
C  0.62  1.42  1.87  -0.747
C  0.80  2.06  0.69  -0.163
C  1.73  3.05  0.54  -0.770
Cl  1.81  3.93  -0.95  0.593
C  2.62  3.39  1.60  -0.753
Cl  3.90  4.48  1.35  0.624
C  2.41  2.82  2.87  -0.741
Cl  3.25  3.39  4.24  0.626
C  1.40  1.84  3.02  -0.709
Cl  0.98  1.26  4.58  0.615

## Properties
- Net charge: -1
- E_HOMO (alpha / beta): -0.107 / -0.107 Eh
- Gap between HOMO and LUMO (alpha / beta): 0.1473 / 0.1477 Ha
- LUMO (alpha / beta): 1.1 / 1.1 eV

---

b | The following is a DFT calculation (ωB97M-V/def2-TZVPD) of a molecular structure, C25H28CdCl5O2.

Last column: Löwdin charge in e.
Element x y z (Å)
O  -0.56  0.43  -5.34  -0.141
C  -0.82  1.69  -6.14  -0.157
C  -0.28  1.15  -7.42  -0.081
H  -0.26  2.56  -5.74  0.096
H  -1.89  1.92  -6.21  0.126
C  -0.26  -0.19  -6.64  -0.546
H  0.73  1.51  -7.67  0.115
H  -0.98  1.11  -8.27  0.123
C  1.00  -1.01  -6.83  -0.020
H  1.90  -0.39  -6.76  0.062
H  0.95  -1.43  -7.85  0.097
H  1.03  -1.82  -6.09  0.097
C  -1.44  -1.03  -7.07  -0.031
H  -2.31  -0.41  -7.29  0.086
H  -1.71  -1.74  -6.30  0.092
H  -1.18  -1.60  -7.96  0.084
Cd  -0.81  0.82  -2.34  1.473
C  -2.88  -0.56  0.39  -0.157
C  -2.67  0.82  0.18  -0.199
C  -2.65  1.06  -1.24  -0.388
H  -2.65  1.61  0.95  0.092
C  -2.90  -0.24  -1.90  -0.310
C  -3.02  -1.19  -0.88  -0.157
H  -3.22  -2.27  -1.00  0.099
H  -2.93  -1.07  1.34  0.081
H  -2.76  2.04  -1.71  0.049
H  -3.23  -0.36  -2.97  0.079
C  0.99  -2.35  1.23  -0.236
C  0.09  -2.70  0.18  -0.230
C  0.57  -2.15  -1.03  -0.245
H  -0.84  -3.27  0.31  0.064
C  1.78  -1.45  -0.75  -0.225
C  2.06  -1.58  0.64  -0.192
H  2.92  -1.18  1.17  0.068
H  0.92  -2.65  2.27  0.062
H  0.10  -2.28  -2.02  0.047
H  2.38  -0.91  -1.47  0.039
O  2.93  1.10  -5.71  -0.162
C  2.78  0.25  -4.51  -0.150
C  1.81  0.85  -3.44  -0.218
H  3.78  0.18  -4.03  0.125
H  2.49  -0.81  -4.74  0.110
C  1.42  2.20  -4.07  -0.235
H  2.29  0.98  -2.45  0.088
H  0.94  0.12  -3.31  0.037
C  2.36  2.37  -5.28  -0.165
H  1.37  3.04  -3.36  0.024
H  0.41  2.04  -4.45  0.019
H  3.20  2.99  -4.95  0.119
H  1.88  2.86  -6.13  0.109
Cl  -0.55  0.11  2.20  0.739
C  0.60  1.35  1.85  -0.708
C  0.82  1.81  0.57  -0.150
C  1.75  2.81  0.38  -0.734
Cl  1.88  3.66  -1.13  0.630
C  2.57  3.29  1.46  -0.733
Cl  3.88  4.35  1.18  0.623
C  2.30  2.85  2.78  -0.737
Cl  3.23  3.41  4.10  0.639
C  1.29  1.88  2.97  -0.714
Cl  0.94  1.30  4.55  0.631

## Properties
- Net charge: -1
- E_HOMO (alpha / beta): -0.112 / -0.112 Eh
- Gap between HOMO and LUMO (alpha / beta): 0.1567 / 0.1567 Ha
- LUMO (alpha / beta): 1.2 / 1.2 eV

---

Stability check: which of them is least stable? a.

---

a | The following is a DFT calculation (ωB97M-V/def2-TZVPD) of C2H3OPS in the gas phase.

Last column: Löwdin charge in e.
Element x y z (Å)
C  -0.66  0.64  0.54  -0.209
C  -0.97  -0.70  0.09  -0.497
O  0.64  1.11  0.19  -0.491
P  1.78  0.03  -0.19  0.623
S  0.42  -1.57  -0.51  0.542
H  -1.34  1.29  1.12  0.108
H  -1.97  -1.09  0.25  0.050
H  2.11  0.29  -1.50  -0.125

## Properties
- Net charge: 0
- E_HOMO: -0.280 Eh
- Structure (SMILES): C1=CSPO1
- Gap between HOMO and LUMO: 0.3046 Ha
- LUMO: 0.7 eV

---

b | The following is a DFT calculation (ωB97M-V/def2-TZVPD) of 2 unconnected molecules or ions with the total composition C2H3OPS.

Last column: Löwdin charge in e.
Element x y z (Å)
C  1.13  -0.35  1.62  -0.024
C  -0.01  -0.01  1.61  -0.076
O  0.96  -1.15  -1.48  -0.644
P  -1.52  0.11  -2.10  0.433
S  0.29  0.13  -1.26  0.375
H  2.07  -0.63  1.46  -0.006
H  -1.08  0.34  1.77  0.077
H  -1.84  1.54  -1.62  -0.134

## Properties
- Net charge: 0
- E_HOMO (alpha / beta): -0.344 / -0.344 Eh
- Gap between HOMO and LUMO (alpha / beta): 0.3012 / 0.3011 Ha
- LUMO (alpha / beta): -1.2 / -1.2 eV

---

Stability check: which of them is least stable? b.

---

a | The following is a DFT calculation (ωB97M-V/def2-TZVPD) of C5H5FS in the gas phase.

Last column: Löwdin charge in e.
Element x y z (Å)
C  -0.08  0.04  1.01  -0.398
C  -1.42  -0.56  1.08  -0.043
C  -2.00  -0.53  -0.08  -0.077
C  -1.10  0.07  -1.14  -0.184
C  0.20  0.28  -0.42  -0.735
H  -0.06  0.97  1.53  0.148
H  -1.84  -0.97  2.03  0.134
H  -2.95  -0.96  -0.34  0.106
H  -0.99  -0.62  -1.98  0.122
H  -1.49  1.05  -1.50  0.133
F  0.90  -0.75  1.58  -0.005
S  1.60  0.72  -1.04  0.798

## Properties
- Net charge: 0
- E_HOMO: -0.325 Eh
- Structure (SMILES): F[C@@H]1C=CCC1=S
- Gap between HOMO and LUMO: 0.3100 Ha
- LUMO: -0.4 eV

---

b | The following is a DFT calculation (ωB97M-V/def2-TZVPD) of C5H5FS in the gas phase.

Last column: Löwdin charge in e.
Element x y z (Å)
C  0.46  1.25  0.21  -0.381
C  1.55  1.73  -0.48  0.034
C  0.05  -0.06  -0.17  -0.646
C  -1.05  -0.70  0.61  -0.117
C  -1.47  -1.95  0.02  0.041
H  1.96  1.08  -1.45  0.054
H  2.18  2.51  0.04  0.086
H  -1.39  -0.09  1.39  0.070
H  -0.98  -2.29  -0.91  0.015
H  -2.17  -2.54  0.78  0.101
F  -0.09  1.80  1.37  0.016
S  0.94  -0.76  -1.41  0.726

## Properties
- Net charge: 0
- E_HOMO: -0.312 Eh
- Structure (SMILES): C=CC(=S)C(=C)F
- Gap between HOMO and LUMO: 0.2550 Ha
- LUMO: -1.6 eV

---

Stability check: which of them is least stable? b.